Record 1
Entry from the OMol25 dataset: a 4-piece molecular cluster, C32H76I2NO19P6 overall at a distorted geometry (ωB97M-V with the def2-TZVPD basis set).

XYZ file:
```
136
Properties=species:S:1:pos:R:3:forces:R:3
C 4.278 -1.118 -0.832 -0.408 -0.142 0.303
O 3.957 0.136 -0.241 -0.103 -0.019 -0.346
C 2.901 0.780 -0.957 -0.258 -0.072 0.530
C 1.844 1.342 0.008 0.266 0.496 0.040
C 0.899 2.369 -0.679 -0.127 -1.693 0.175
C -0.140 1.562 -1.546 1.009 1.040 0.661
C -1.325 1.162 -0.632 0.554 -0.269 -1.856
C -2.560 0.486 -1.344 -0.759 1.336 1.803
C -2.883 1.159 -2.711 1.650 -0.021 -0.668
P -2.211 0.476 -4.265 -1.713 0.248 -1.131
O -3.112 -0.522 -4.842 0.331 -0.715 0.297
O -2.214 1.747 -5.335 0.990 -0.393 0.986
O -0.659 -0.020 -4.204 -0.735 1.084 -0.239
O -3.620 1.041 -0.541 0.090 -0.974 -0.101
P -5.089 0.096 -0.542 -3.007 0.241 0.465
C -6.061 1.642 0.118 0.305 0.488 -0.094
C -5.160 2.713 0.714 -1.334 -0.757 -0.487
N -5.104 3.888 0.240 0.659 0.578 0.402
O -4.163 -1.251 -1.236 0.840 0.155 -0.522
C -2.784 -1.053 -1.124 -0.149 -0.218 0.204
P -2.535 -1.632 0.701 -0.867 0.104 0.693
O -3.660 -2.459 1.213 0.200 -0.152 -0.170
C -2.072 -2.095 -1.997 -0.030 -1.482 0.643
I 0.072 -2.137 -1.691 0.495 1.663 -0.714
C -2.609 -3.584 -1.679 0.249 0.374 -1.846
C -2.970 -4.222 -3.053 -0.004 -0.112 1.061
I -1.113 -4.936 -0.822 -1.377 -0.968 0.531
H 4.515 -1.026 -1.904 0.157 0.048 0.262
H 5.102 -1.563 -0.265 -0.114 0.158 -0.201
H 3.401 -1.786 -0.739 0.291 0.027 -0.072
H 3.310 1.625 -1.539 -0.013 -0.318 -0.057
H 2.454 0.025 -1.620 -0.046 0.414 -0.122
H 2.385 1.819 0.841 -0.078 -0.076 -0.219
H 1.239 0.540 0.456 0.232 0.026 -0.169
H 0.345 2.875 0.120 0.234 0.394 -0.349
H 1.507 3.050 -1.289 -0.286 0.115 0.219
H -0.418 2.225 -2.379 -0.348 -0.234 0.198
H 0.424 0.725 -1.968 -0.499 -0.060 0.016
H -1.715 2.099 -0.215 -0.044 -0.335 0.022
H -0.926 0.541 0.176 -0.225 0.081 -0.091
H -3.959 1.279 -2.883 0.197 -0.596 0.089
H -2.506 2.191 -2.635 -0.084 -0.268 0.103
H -1.312 2.010 -5.557 -0.258 0.229 -0.166
H -0.111 0.769 -4.340 0.399 -0.404 0.339
H -4.990 -0.346 0.819 1.151 0.067 -0.110
H -6.244 -0.796 -0.587 -0.046 0.211 0.063
H -5.558 0.528 -1.841 1.078 0.026 -0.443
H -6.884 1.358 0.792 0.466 -0.154 0.154
H -6.534 2.126 -0.757 0.050 -0.231 0.188
H -4.559 2.450 1.591 -0.030 0.133 -0.153
H -5.733 3.976 -0.558 -0.008 -0.111 0.027
H -2.369 -0.444 1.459 0.332 -0.177 -0.176
H -1.359 -2.400 0.845 0.263 0.577 -0.186
H -2.198 -1.984 -3.077 -0.081 0.407 0.277
H -3.532 -3.569 -1.095 0.581 0.083 0.506
H -3.229 -5.268 -2.847 -0.009 0.183 -0.407
H -3.848 -3.698 -3.453 0.318 -0.028 -0.085
H -2.109 -4.174 -3.729 -0.278 -0.021 -0.021
O 5.422 -0.159 -6.146 -1.919 1.013 2.931
P 4.142 0.329 -6.750 1.337 -0.956 -6.702
O 3.557 -1.014 -7.487 -0.084 0.473 0.750
C 3.003 -2.040 -6.655 -0.160 -0.298 0.214
C 1.723 -1.599 -5.973 0.010 0.127 0.007
O 4.783 1.159 -8.015 -0.433 0.278 0.403
C 6.180 1.404 -8.141 0.325 -0.116 -0.089
C 6.867 0.287 -8.902 -0.053 -0.098 -0.213
O 2.723 1.160 -6.874 0.994 -0.632 2.589
C 2.384 2.053 -7.943 -0.087 0.770 -0.346
C 2.158 1.360 -9.269 -0.002 -0.439 -0.019
H 3.746 -2.351 -5.914 0.042 0.022 -0.055
H 2.801 -2.896 -7.299 0.106 0.109 -0.138
H 1.913 -0.787 -5.265 -0.024 -0.088 0.059
H 1.272 -2.424 -5.421 0.030 0.016 0.023
H 1.003 -1.228 -6.703 -0.021 -0.049 0.002
H 6.636 1.567 -7.166 -0.076 -0.178 0.049
H 6.288 2.340 -8.695 -0.197 -0.002 -0.023
H 6.606 -0.695 -8.510 0.029 0.073 0.220
H 7.951 0.404 -8.861 -0.015 0.017 -0.007
H 6.557 0.299 -9.949 0.036 0.039 0.005
H 3.121 2.851 -8.019 0.134 -0.173 -0.024
H 1.450 2.535 -7.643 0.022 -0.176 0.261
H 3.008 0.758 -9.582 0.094 0.121 0.087
H 1.970 2.104 -10.046 -0.077 0.061 0.097
H 1.300 0.688 -9.209 -0.060 0.087 -0.002
O 5.177 -3.057 1.974 3.786 1.032 -1.003
P 5.860 -3.246 3.294 -5.728 -2.492 3.727
O 5.707 -4.873 3.504 0.748 0.456 -0.215
C 6.544 -5.729 2.726 0.104 -0.192 -0.168
C 8.010 -5.616 3.108 0.033 0.136 0.031
O 4.642 -2.669 4.227 0.695 0.208 0.036
C 3.560 -1.958 3.613 -0.341 0.283 -0.131
C 2.445 -2.867 3.150 -0.122 -0.262 0.180
O 6.954 -3.092 4.519 0.854 0.595 -2.645
C 6.619 -2.762 5.872 -0.073 0.581 0.681
C 5.866 -3.854 6.600 -0.066 -0.388 -0.206
H 6.406 -5.507 1.664 -0.040 -0.003 0.015
H 6.199 -6.748 2.899 -0.135 0.077 0.065
H 8.404 -4.622 2.876 0.024 -0.046 -0.022
H 8.606 -6.349 2.562 -0.052 -0.008 -0.024
H 8.145 -5.775 4.178 -0.016 -0.038 -0.008
H 3.929 -1.353 2.787 0.021 -0.077 -0.009
H 3.179 -1.261 4.363 0.113 -0.119 0.146
H 2.811 -3.707 2.562 0.119 0.156 -0.147
H 1.741 -2.293 2.545 -0.041 -0.062 0.013
H 1.911 -3.296 4.001 -0.040 0.096 0.005
H 6.094 -1.809 5.911 -0.150 -0.119 -0.140
H 7.572 -2.601 6.382 0.136 -0.068 -0.291
H 4.957 -4.156 6.086 -0.007 0.171 -0.049
H 5.588 -3.509 7.597 0.119 0.056 -0.002
H 6.485 -4.749 6.696 0.052 0.052 0.073
O -5.590 2.620 4.432 -0.900 -3.511 0.807
P -5.670 2.663 5.922 1.661 6.733 1.001
O -6.908 3.716 6.182 -0.004 -0.897 0.086
C -8.236 3.258 5.925 -0.279 -0.055 -0.118
C -8.682 2.181 6.898 0.120 -0.083 0.041
O -4.373 3.628 6.197 -0.039 -0.612 0.379
C -3.451 3.974 5.161 0.103 0.220 -0.331
C -3.879 5.236 4.440 -0.061 0.226 0.132
O -5.655 2.122 7.482 -0.684 -1.791 -2.046
C -4.828 2.652 8.522 0.667 -0.036 0.488
C -5.207 4.054 8.952 -0.343 0.194 -0.154
H -8.304 2.896 4.895 0.027 0.035 -0.002
H -8.891 4.125 6.015 0.148 0.089 -0.005
H -8.089 1.270 6.779 -0.061 -0.002 -0.011
H -9.729 1.923 6.733 0.011 0.035 -0.048
H -8.557 2.514 7.929 -0.029 0.031 -0.011
H -3.314 3.144 4.470 -0.202 0.007 -0.019
H -2.484 4.140 5.643 -0.101 -0.032 0.187
H -4.922 5.197 4.129 0.039 -0.226 -0.120
H -3.260 5.405 3.558 -0.024 -0.028 -0.002
H -3.781 6.100 5.103 0.055 -0.016 -0.005
H -3.778 2.581 8.245 -0.071 0.136 -0.170
H -4.960 1.983 9.376 -0.197 -0.160 -0.192
H -5.215 4.761 8.126 0.127 -0.105 -0.067
H -4.496 4.416 9.697 -0.009 -0.124 0.049
H -6.209 4.064 9.385 0.042 -0.046 0.083
```
Positions in Å, forces in eV/Å.

## Properties
Max |F| = 7.27 eV/Å
Total charge = -1
HOMO-LUMO gap = 5.51 eV

***

Record 2
Entry from the OMol25 dataset: a 7-piece molecular cluster, C47H46F6NO overall at a distorted geometry (ωB97M-V with the def2-TZVPD basis set).

XYZ file:
```
101
Properties=species:S:1:pos:R:3:forces:R:3
O 6.875 0.863 0.788 0.315 0.026 0.021
C 6.382 1.623 -0.341 -0.183 -0.276 0.063
C 4.933 2.034 -0.132 0.349 0.164 -0.533
N 4.423 2.618 -1.316 -0.239 0.004 0.092
C 3.212 3.345 -1.088 0.333 -0.582 0.044
C 2.171 2.628 -0.200 -0.161 0.379 -0.180
C 0.777 3.285 -0.215 0.035 -0.437 0.158
C -0.375 2.302 -0.253 0.616 1.213 0.450
C -1.505 2.549 0.489 0.052 0.623 0.363
C -2.531 1.648 0.492 -1.313 0.821 1.011
C -2.478 0.510 -0.243 -0.859 -1.506 -0.457
C -1.375 0.254 -1.008 0.280 -0.392 -0.416
C -0.350 1.159 -0.997 1.307 -0.482 -0.949
H 6.173 0.867 1.446 -0.040 0.035 -0.043
H 7.005 2.498 -0.510 0.027 0.112 0.186
H 6.474 0.990 -1.225 -0.143 -0.025 -0.066
H 4.415 1.086 0.184 -0.087 0.129 0.308
H 4.944 2.719 0.761 -0.128 -0.070 0.099
H 2.730 3.468 -2.067 -0.060 0.373 0.028
H 3.368 4.369 -0.645 -0.108 0.032 0.000
H 2.490 2.591 0.842 0.209 -0.051 0.016
H 2.146 1.594 -0.543 -0.111 -0.084 -0.076
H 0.651 3.991 -1.043 0.233 -0.062 -0.125
H 0.668 3.865 0.702 -0.102 0.202 -0.053
H -1.578 3.456 1.076 0.027 0.038 0.083
H -3.410 1.875 1.084 -0.056 -0.124 0.050
H -3.289 -0.207 -0.238 -0.123 0.073 0.108
H -1.263 -0.640 -1.604 -0.222 -0.117 -0.020
H 0.543 0.958 -1.576 -0.013 -0.047 -0.128
F 9.222 2.972 -1.322 0.010 0.012 -0.081
C 10.217 2.657 -0.483 0.262 -0.108 0.235
C 10.056 1.617 0.417 -0.193 -0.193 -0.045
C 11.109 1.308 1.266 0.085 0.156 -0.090
C 12.292 2.036 1.220 0.056 -0.068 0.094
C 12.429 3.078 0.315 -0.048 -0.062 0.020
C 11.389 3.389 -0.548 0.034 0.134 -0.094
H 9.126 1.058 0.459 -0.018 0.172 -0.033
H 11.004 0.493 1.970 -0.041 0.003 0.000
H 13.106 1.790 1.891 -0.007 0.007 -0.007
H 13.348 3.649 0.279 -0.006 0.005 -0.023
H 11.478 4.192 -1.268 -0.050 -0.004 0.004
F -5.134 3.261 2.227 -0.005 0.010 0.052
C -4.645 4.251 3.003 0.135 0.216 0.164
C -4.878 5.562 2.640 -0.132 0.060 -0.191
C -4.376 6.578 3.439 0.061 -0.103 0.095
C -3.644 6.270 4.579 0.011 0.054 0.035
C -3.418 4.944 4.922 -0.067 0.099 -0.080
C -3.925 3.923 4.133 0.039 -0.223 0.065
H -5.444 5.779 1.743 0.001 -0.036 0.005
H -4.555 7.610 3.172 0.004 -0.009 -0.029
H -3.249 7.065 5.198 0.007 -0.011 -0.008
H -2.843 4.703 5.807 -0.004 -0.022 -0.006
H -3.765 2.883 4.385 0.011 0.002 -0.049
F -0.267 -2.897 -2.038 -0.014 -0.012 -0.036
C 0.295 -3.218 -0.853 0.131 -0.081 0.272
C 0.987 -2.252 -0.152 0.037 0.241 -0.128
C 1.559 -2.588 1.066 -0.038 -0.165 0.026
C 1.438 -3.881 1.560 0.016 0.001 0.044
C 0.740 -4.840 0.838 0.012 0.138 -0.018
C 0.158 -4.508 -0.378 -0.096 -0.121 -0.101
H 1.079 -1.253 -0.554 -0.002 -0.010 0.002
H 2.100 -1.839 1.628 0.012 0.026 -0.051
H 1.889 -4.141 2.509 -0.002 -0.007 -0.011
H 0.650 -5.847 1.221 -0.036 0.064 -0.047
H -0.397 -5.237 -0.954 0.010 0.026 -0.021
F -8.960 0.807 0.505 -0.027 -0.015 0.015
C -8.103 1.407 -0.347 0.228 0.138 -0.196
C -8.407 1.439 -1.692 -0.269 -0.106 -0.138
C -7.528 2.061 -2.568 0.118 0.040 0.162
C -6.355 2.631 -2.089 0.022 0.026 -0.060
C -6.065 2.584 -0.732 -0.083 0.004 -0.125
C -6.945 1.972 0.149 -0.005 -0.049 0.190
H -9.322 0.982 -2.047 0.002 -0.004 0.032
H -7.758 2.100 -3.625 -0.026 -0.010 0.006
H -5.668 3.111 -2.773 0.011 -0.016 0.016
H -5.150 3.021 -0.357 0.005 -0.025 0.014
H -6.738 1.933 1.209 -0.020 -0.030 -0.001
F 1.193 -7.647 2.329 -0.021 -0.121 0.085
C 2.422 -8.197 2.404 0.252 -0.099 0.009
C 3.164 -8.023 3.554 -0.075 0.109 0.183
C 4.427 -8.592 3.629 -0.018 -0.055 -0.137
C 4.930 -9.316 2.557 0.061 -0.032 0.016
C 4.168 -9.475 1.407 0.008 0.041 0.132
C 2.901 -8.916 1.328 -0.114 -0.034 -0.186
H 2.756 -7.449 4.375 -0.024 -0.002 -0.026
H 5.019 -8.470 4.527 -0.011 0.028 0.001
H 5.918 -9.755 2.617 -0.007 0.009 -0.007
H 4.561 -10.034 0.569 -0.021 0.002 -0.008
H 2.288 -9.034 0.444 -0.007 0.042 0.013
F -9.792 -1.493 -7.465 -0.018 0.007 -0.029
C -9.232 -1.831 -6.286 0.104 -0.053 0.221
C -8.529 -0.877 -5.578 0.018 0.207 -0.048
C -7.959 -1.226 -4.362 -0.041 -0.137 -0.026
C -8.091 -2.521 -3.878 0.025 -0.021 0.073
C -8.798 -3.466 -4.607 0.037 0.134 0.012
C -9.379 -3.121 -5.819 -0.104 -0.157 -0.102
H -8.432 0.125 -5.977 -0.018 -0.018 -0.022
H -7.411 -0.488 -3.791 0.016 0.000 -0.020
H -7.641 -2.791 -2.931 0.002 0.007 -0.010
H -8.898 -4.476 -4.233 -0.018 -0.001 -0.012
H -9.941 -3.842 -6.400 0.013 0.026 -0.024
```
Positions in Å, forces in eV/Å.

## Properties
Max |F| = 1.85 eV/Å
Total charge = -1
HOMO-LUMO gap = 3.82 eV